# 1
A molecular structure, C24H19CoN5O3 at a distorted geometry. Source: the OMol25 dataset; level of theory: the ωB97M-V functional and the def2-TZVPD basis.

```
52
Properties=species:S:1:pos:R:3:forces:R:3:mulliken_spin:R:1
Co -0.361 -0.326 -0.022 -0.4 0.9 -0.2 2.785
O -2.068 0.669 -3.699 -0.1 0.1 0.1 0.015
C -1.328 0.196 -2.836 0.1 -0.2 -0.4 0.013
N -1.630 -0.220 -1.601 -0.3 0.0 0.2 0.055
C -3.000 -0.199 -1.191 0.5 -0.1 -0.3 0.006
C -4.073 -0.422 -2.045 -0.2 0.0 -0.1 0.001
C -5.369 -0.464 -1.545 0.1 0.0 -0.1 0.000
C -5.594 -0.286 -0.191 0.1 0.0 0.2 0.000
C -4.524 -0.066 0.668 -0.3 0.0 0.1 0.001
C -3.227 -0.020 0.173 0.4 0.0 0.5 0.006
N -2.062 0.120 0.989 -0.2 0.0 -0.3 0.056
C -2.152 0.845 2.110 -0.1 -0.1 0.5 0.013
O -3.109 1.487 2.543 0.0 0.1 -0.2 0.016
C -0.934 0.805 3.021 0.1 0.0 -0.2 -0.003
C -1.015 1.422 4.264 0.0 0.1 0.1 0.003
C 0.072 1.351 5.116 0.0 0.0 0.0 -0.001
C 1.211 0.674 4.700 0.0 0.0 0.0 0.003
C 1.204 0.105 3.441 -0.1 -0.1 -0.1 0.001
N 0.156 0.165 2.615 0.2 -0.1 -0.1 0.004
C 0.117 -0.015 -3.265 0.0 0.0 0.2 -0.003
C 0.465 0.259 -4.582 0.1 0.0 -0.1 0.003
C 1.766 0.029 -4.989 0.0 0.0 0.0 -0.001
C 2.684 -0.460 -4.068 0.0 0.0 0.0 0.003
C 2.249 -0.689 -2.777 -0.1 0.0 0.1 0.001
N 0.992 -0.474 -2.379 0.2 0.0 0.2 0.005
H -3.891 -0.542 -3.102 0.0 0.0 0.1 0.000
H -6.202 -0.629 -2.219 0.1 0.0 0.0 0.000
H -6.604 -0.311 0.202 0.1 0.0 0.0 0.000
H -4.693 0.092 1.722 0.0 0.0 -0.1 0.000
H -1.934 1.932 4.517 0.0 0.0 0.0 0.000
H 0.035 1.817 6.093 0.0 0.0 0.0 0.000
H 2.082 0.582 5.335 0.0 0.0 0.0 0.000
H 2.080 -0.431 3.079 -0.1 0.0 0.0 0.000
H -0.302 0.642 -5.240 0.0 0.0 0.0 0.000
H 2.066 0.227 -6.011 0.0 0.0 0.0 0.000
H 3.710 -0.667 -4.342 0.0 0.0 0.0 0.000
H 2.940 -1.070 -2.028 -0.1 0.0 0.0 0.000
O 0.727 1.537 -0.079 0.4 -0.2 0.1 -0.003
C 2.124 1.456 0.163 -0.1 -0.1 0.0 -0.012
C 2.531 0.020 0.421 -0.1 0.2 0.0 0.007
C 3.862 -0.281 0.685 0.0 0.1 0.0 0.000
C 4.219 -1.593 0.918 0.1 -0.1 0.0 0.000
C 3.241 -2.580 0.883 0.0 0.0 0.0 -0.003
C 1.943 -2.199 0.613 0.1 0.1 0.0 0.011
N 1.600 -0.925 0.388 -0.2 -0.5 0.0 0.011
H 0.448 2.441 -0.251 -0.1 0.0 0.0 0.004
H 2.399 2.053 1.035 0.0 0.0 0.1 0.002
H 2.687 1.825 -0.697 0.0 0.0 -0.1 0.002
H 4.597 0.514 0.705 0.0 0.0 0.0 0.001
H 5.250 -1.849 1.126 0.0 0.0 0.0 0.000
H 3.475 -3.621 1.059 0.0 0.1 0.0 0.000
H 1.142 -2.926 0.574 0.0 0.0 0.0 0.001
```
Positions in Å, forces in eV/Å.

Output
Multiplicity = 4
Charge = 0
Calculated total energy = -76417.8315 eV
LUMO (spin up / spin down) = -0.22 / -0.29 eV

=====

# 2
A molecular structure, C24H19IrN14O9SSe. Source: the OMol25 dataset; level of theory: the ωB97M-V functional and the def2-TZVPD basis.

```
69
Properties=species:S:1:pos:R:3:forces:R:3:mulliken_spin:R:1
Ir 0.366 0.101 -0.297 -0.5 -0.3 0.0 2.393
N -3.896 -1.398 -1.104 0.0 0.0 0.0 0.002
C -2.703 -1.779 -0.645 0.0 0.0 0.0 0.012
N -1.800 -0.888 -1.011 0.1 0.0 0.0 0.089
C -2.526 0.037 -1.700 -0.1 -0.1 0.0 0.025
N -3.805 -0.239 -1.778 0.0 0.0 0.0 0.004
C -1.887 1.216 -2.276 0.0 0.0 0.0 -0.013
C -2.547 2.101 -3.118 0.0 0.0 0.0 -0.002
N -1.928 3.150 -3.642 0.0 0.0 0.0 0.000
C -0.645 3.303 -3.343 0.0 0.0 0.0 0.001
C 0.031 2.422 -2.509 0.0 0.0 0.0 0.006
N -0.601 1.387 -1.965 0.2 0.1 0.0 0.099
H -4.788 -1.857 -1.003 0.0 0.0 0.0 0.000
H -2.533 -2.676 -0.069 0.0 0.0 0.0 0.000
H -3.589 1.945 -3.366 0.0 0.0 0.0 0.001
H -0.127 4.149 -3.774 0.0 0.0 0.0 0.001
H 1.085 2.533 -2.298 0.0 0.0 0.0 0.001
N 1.655 1.518 0.843 0.1 0.1 0.1 0.128
N 2.931 1.635 0.242 0.1 -0.1 0.2 0.007
C 3.051 1.269 -1.129 -0.4 0.6 -0.2 0.012
O 3.964 1.760 -1.753 0.2 -0.2 0.0 0.017
O 2.115 0.503 -1.583 0.0 -0.2 0.2 0.165
H 1.169 2.414 0.902 0.0 0.0 0.0 -0.006
H 1.763 1.150 1.785 -0.1 0.0 0.0 0.001
H 3.428 2.486 0.467 0.0 0.0 -0.1 0.001
O -3.580 4.273 5.864 0.1 0.0 0.0 0.032
N -3.453 3.071 5.806 -0.3 0.0 -0.1 -0.010
O -3.800 2.274 6.648 0.1 0.0 0.0 -0.002
C -2.860 2.527 4.566 0.1 -0.1 0.0 0.133
C -2.495 3.440 3.550 0.0 -0.1 0.0 0.048
C -1.942 2.941 2.420 0.0 0.0 0.0 0.072
C -1.783 1.527 2.179 -0.1 0.0 -0.1 0.185
O -1.491 1.045 1.071 0.1 0.2 0.1 0.308
C -2.110 0.647 3.307 0.1 -0.2 -0.2 0.157
C -2.680 1.180 4.474 0.0 0.1 0.1 -0.041
N -1.907 -0.681 3.161 -0.1 0.1 0.2 0.292
O 0.522 -0.719 2.350 0.2 0.0 0.3 0.191
O -0.928 -2.775 2.198 0.0 0.0 0.0 0.166
N -1.534 3.877 1.368 0.0 0.0 -0.1 -0.001
O -2.235 4.838 1.174 0.0 0.0 0.0 0.004
O -0.500 3.627 0.770 0.0 0.0 0.0 0.001
H -2.657 4.499 3.688 0.0 0.0 0.0 -0.002
H -2.964 0.548 5.302 0.0 0.0 0.0 -0.009
C -5.642 -3.238 4.622 0.0 0.0 0.0 0.000
C -4.223 -2.815 4.816 0.0 0.0 0.0 -0.002
C -3.436 -3.300 5.857 0.0 0.0 0.0 0.006
C -2.130 -2.861 5.943 0.0 0.0 0.0 0.003
N -1.617 -1.995 5.065 0.0 0.0 0.0 0.006
C -2.449 -1.616 4.124 0.0 0.0 0.0 0.001
S -0.745 -1.355 2.026 0.1 0.0 -0.5 0.331
N -3.706 -1.952 3.931 0.0 0.0 -0.1 0.009
H -6.134 -3.416 5.577 0.0 0.0 0.0 0.000
H -5.670 -4.172 4.057 0.0 0.0 0.0 0.000
H -6.188 -2.483 4.062 0.0 0.0 0.0 0.000
H -3.837 -3.995 6.581 0.0 0.0 0.0 0.000
H -1.469 -3.196 6.733 0.0 0.0 0.0 0.000
Se 0.297 -3.078 -1.822 0.1 0.0 0.1 0.005
N 1.093 -1.950 -0.665 0.0 -0.1 -0.1 0.154
C 2.280 -2.446 -0.362 0.0 -0.1 0.0 -0.025
C 3.253 -1.839 0.486 0.0 0.0 0.0 0.014
C 4.422 -2.489 0.686 0.0 0.0 0.0 0.007
C 4.711 -3.763 0.084 0.0 0.0 0.0 -0.001
C 3.822 -4.375 -0.726 0.0 0.0 0.0 0.002
C 2.571 -3.724 -0.983 0.0 0.0 0.0 -0.003
N 1.640 -4.215 -1.771 -0.1 0.1 -0.1 0.010
H 3.063 -0.872 0.925 0.0 0.0 0.0 0.012
H 5.179 -2.036 1.313 0.0 0.0 0.0 0.000
H 5.666 -4.225 0.290 0.0 0.0 0.0 0.000
H 4.018 -5.328 -1.196 0.0 0.0 0.0 0.000
```
Positions in Å, forces in eV/Å.

Output
Multiplicity = 6
Charge = +1
Energy relative to the best compared isomer or geometry (same formula, charge and spin) = 0.000 eV
Calculated total energy = -143489.2955 eV
LUMO (spin up / spin down) = -3.62 / -6.15 eV

=====

# 3
A molecular structure, C24H19N4O2S2W. Source: the OMol25 dataset; level of theory: the ωB97M-V functional and the def2-TZVPD basis.

```
52
Properties=species:S:1:pos:R:3:forces:R:3:mulliken_spin:R:1
W 0.296 -0.217 -0.892 -0.3 -0.5 0.1 2.272
C 1.475 -1.928 1.745 0.0 0.0 0.0 0.055
C 2.350 -2.064 0.543 0.0 0.0 0.0 -0.034
C 3.563 -2.743 0.640 0.0 0.0 0.1 0.001
C 4.366 -2.902 -0.465 0.0 0.0 0.0 0.010
C 3.921 -2.430 -1.702 0.0 0.0 0.0 -0.011
C 2.721 -1.777 -1.768 0.0 0.0 0.0 0.069
N 1.960 -1.541 -0.647 -0.1 0.0 -0.1 0.035
C 2.092 -1.355 -3.033 0.0 0.0 0.0 -0.089
C 2.571 -1.594 -4.304 0.0 0.0 0.0 -0.003
C 1.800 -1.188 -5.387 0.0 0.0 -0.1 0.004
C 0.568 -0.573 -5.194 0.0 0.1 0.0 -0.003
C 0.137 -0.358 -3.903 0.0 0.0 0.0 -0.088
N 0.900 -0.746 -2.860 0.1 0.3 0.2 -0.064
C -1.165 0.203 -3.495 0.0 0.0 0.0 0.068
C -2.109 0.645 -4.380 0.0 0.0 0.0 -0.011
C -3.359 1.036 -3.893 0.0 0.0 0.0 0.010
C -3.623 0.917 -2.549 0.0 0.0 0.1 0.001
C -2.636 0.473 -1.671 -0.1 0.0 0.1 -0.034
C -2.944 0.318 -0.216 0.0 0.0 0.0 0.055
N -1.401 0.169 -2.141 0.2 -0.1 0.0 0.035
H 1.721 -2.703 2.468 0.0 0.0 0.0 0.005
H 0.414 -2.023 1.502 0.0 0.0 0.0 -0.006
H 1.639 -0.964 2.232 0.0 0.0 0.0 -0.004
H 3.854 -3.146 1.601 0.0 0.0 0.0 0.001
H 5.315 -3.417 -0.387 0.0 0.0 0.0 -0.001
H 4.507 -2.596 -2.594 0.0 0.0 0.0 0.000
H 3.515 -2.091 -4.468 0.0 0.0 0.0 0.000
H 2.156 -1.368 -6.394 0.0 0.0 0.0 0.000
H -0.031 -0.284 -6.045 0.0 0.0 0.0 0.000
H -1.901 0.674 -5.440 0.0 0.0 0.0 0.000
H -4.121 1.395 -4.574 0.0 0.0 0.0 -0.001
H -4.598 1.159 -2.149 0.0 0.0 0.0 0.001
H -4.018 0.212 -0.076 0.0 0.0 0.0 0.005
H -2.630 1.203 0.340 0.0 0.0 0.0 -0.004
H -2.463 -0.560 0.222 0.0 0.0 0.0 -0.006
O -3.457 0.023 4.337 0.1 0.0 0.0 -0.012
S -2.060 -0.036 4.540 -0.1 -0.1 0.1 -0.004
O -1.381 -1.030 5.279 0.0 0.0 0.0 -0.012
N -1.364 -0.198 2.817 0.0 0.0 -0.1 -0.032
C -0.763 0.845 2.669 -0.1 0.0 0.2 0.001
S 0.157 1.043 0.866 0.3 0.4 -0.3 -0.189
C -0.629 1.947 3.607 0.0 0.0 -0.1 -0.016
C 0.020 3.160 3.536 0.0 0.1 0.1 0.000
C -0.059 3.999 4.645 0.0 0.0 0.0 -0.001
C -0.767 3.624 5.780 0.0 0.0 0.0 0.001
C -1.426 2.394 5.856 0.0 -0.1 0.0 0.000
C -1.342 1.575 4.757 0.0 0.1 0.0 -0.002
H 0.574 3.458 2.654 0.0 0.0 0.0 0.000
H 0.438 4.959 4.623 0.0 0.0 0.0 0.000
H -0.810 4.297 6.625 0.0 0.0 0.0 0.000
H -1.976 2.104 6.742 0.0 0.0 0.0 -0.001
```
Positions in Å, forces in eV/Å.

Output
Multiplicity = 3
Charge = +3
Energy relative to the best compared isomer or geometry (same formula, charge and spin) = 2.011 eV
Calculated total energy = -58719.4509 eV
LUMO (spin up / spin down) = -12.41 / -11.66 eV

=====

# 4
A molecular structure, C24H19N4O8PdS. Source: the OMol25 dataset; level of theory: the ωB97M-V functional and the def2-TZVPD basis.

```
57
Properties=species:S:1:pos:R:3:forces:R:3:nbo_charge:R:1
Pd 0.074 -0.114 0.301 -0.6 -0.3 0.5 0.825
O 0.000 2.679 3.260 0.0 0.0 0.0 -0.662
C -0.265 2.007 2.273 0.1 0.1 -0.1 0.780
O 0.535 1.108 1.806 -0.1 -0.1 0.1 -0.711
C -1.601 2.298 1.581 0.0 0.0 0.0 -0.271
C -2.506 3.024 2.315 0.0 0.0 0.0 -0.095
C -3.737 3.403 1.779 0.1 0.0 -0.1 -0.075
C -4.089 3.057 0.495 -0.1 0.0 0.0 -0.121
C -3.200 2.315 -0.256 0.1 0.1 0.0 -0.127
C -1.907 1.930 0.230 -0.1 0.0 0.0 0.505
O -1.088 1.326 -0.536 0.2 0.4 -0.3 -0.752
N -3.657 1.920 -1.585 -0.2 -0.2 0.1 0.538
O -4.619 2.514 -2.051 0.1 0.1 -0.1 -0.414
O -3.123 0.984 -2.157 0.0 0.0 0.0 -0.408
N -4.674 4.172 2.582 -0.2 -0.3 0.1 0.537
O -4.366 4.431 3.732 0.1 0.1 0.0 -0.395
O -5.742 4.484 2.079 0.1 0.1 0.0 -0.415
H -2.230 3.316 3.318 0.0 0.0 0.0 0.273
H -5.046 3.339 0.086 0.0 0.0 0.0 0.268
C -0.107 0.678 -5.585 0.0 0.0 0.0 -0.630
C 0.614 0.994 -4.302 0.0 0.0 0.0 -0.017
C 1.611 0.154 -3.809 0.0 0.0 0.0 -0.238
C 2.250 0.434 -2.609 0.0 -0.1 0.1 -0.249
C 1.892 1.566 -1.897 0.3 0.2 -0.1 -0.186
C 0.908 2.417 -2.371 -0.1 0.0 0.0 -0.208
C 0.273 2.127 -3.568 0.0 0.0 0.0 -0.198
S 2.750 1.948 -0.357 0.1 -0.4 0.1 1.290
C 4.208 2.677 -1.133 -0.1 0.2 -0.1 -0.822
O 3.263 0.657 0.177 0.0 0.1 -0.1 -0.973
H 0.326 -0.192 -6.078 0.0 0.0 0.0 0.209
H -0.060 1.520 -6.278 0.0 0.0 0.0 0.218
H -1.162 0.472 -5.394 0.0 0.0 0.0 0.229
H 1.885 -0.733 -4.370 0.0 0.0 0.0 0.206
H 2.996 -0.233 -2.190 0.0 0.0 0.0 0.245
H 0.601 3.271 -1.779 0.0 0.0 0.0 0.228
H -0.523 2.772 -3.921 0.0 0.0 0.0 0.214
H 4.671 1.916 -1.760 0.0 0.0 0.0 0.227
H 4.877 2.963 -0.323 0.0 0.0 0.0 0.233
H 3.927 3.552 -1.719 0.0 0.0 0.0 0.220
N 1.987 -8.460 5.374 0.0 0.0 0.0 -0.350
C 1.799 -7.497 4.773 0.0 0.0 0.0 0.297
C 1.562 -6.297 4.019 0.0 0.0 0.0 -0.219
C 1.556 -6.340 2.626 0.0 0.0 0.0 -0.150
C 1.329 -5.187 1.901 0.0 0.0 0.0 -0.207
C 1.101 -3.963 2.545 0.0 0.0 0.0 -0.065
C 1.111 -3.937 3.946 0.0 0.0 0.0 -0.196
C 1.338 -5.087 4.675 0.0 0.0 0.0 -0.156
C 0.867 -2.770 1.800 -0.1 0.0 0.0 -0.163
C 0.651 -1.723 1.223 0.4 0.0 -0.1 -0.208
H 1.732 -7.280 2.120 0.0 0.0 0.0 0.217
H 1.327 -5.216 0.820 0.0 0.0 0.0 0.218
H 0.939 -2.994 4.448 0.0 0.0 0.0 0.233
H 1.345 -5.056 5.756 0.0 0.0 0.0 0.221
N -0.549 -1.223 -1.305 -0.1 0.0 0.0 -0.971
H 0.128 -1.270 -2.058 0.1 0.0 0.0 0.397
H -1.360 -0.692 -1.622 0.0 0.0 -0.1 0.424
H -0.821 -2.159 -1.030 0.0 0.0 0.0 0.400
```
Positions in Å, forces in eV/Å.

Output
Charge = -1
Energy relative to the best compared isomer or geometry (same formula, charge and spin) = 0.620 eV
Calculated total energy = -61847.7863 eV
LUMO = 1.98 eV